1.
81
Properties=species:S:1:pos:R:3:forces:R:3 method="wB97M-V/def2-TZVPD" max_force_ev_per_a=1.2 gap_ha="0.2925 / 0.2895" homo_ev="-7.62 / -7.54" e_tot_ha=-6123.37233 e_lumo_ev="0.34 / 0.34" multiplicity=5
H -3.046 -1.651 3.280 0.0 0.0 0.0
C -2.120 4.355 -3.231 -0.1 0.0 -0.2
N -1.299 -4.493 -0.240 -0.1 0.0 0.0
H -1.075 -6.456 -0.842 0.0 0.0 0.0
H 5.040 -0.313 2.862 0.0 0.0 0.0
C -0.447 -5.613 -0.567 0.0 0.0 0.0
H 0.844 0.545 -3.885 0.0 0.0 0.0
H 3.986 2.222 0.504 0.0 0.0 0.0
C 3.449 -0.335 1.432 0.0 0.0 -0.1
S -1.950 -2.031 0.431 -0.2 -0.1 -0.1
C 1.227 -1.590 -2.498 0.0 -0.1 0.0
H 0.802 -2.135 0.190 -0.1 -0.1 0.0
H 5.240 1.133 -1.332 0.0 0.0 0.0
N 0.463 -3.101 0.240 0.2 0.1 -0.2
H 1.269 -2.131 3.932 0.0 0.0 0.0
H 2.499 0.072 -4.379 0.0 0.0 0.0
C 2.093 -0.119 1.176 0.1 0.0 0.0
C -2.513 1.580 2.573 -0.1 -0.1 -0.1
H -0.103 -3.256 3.784 0.0 0.0 0.0
H 0.203 -5.391 -1.418 0.0 0.0 0.0
H 3.179 3.195 -0.749 0.0 0.0 0.0
H 3.567 0.455 4.718 0.0 0.0 0.0
C -3.371 3.384 -5.034 0.0 0.0 0.0
Fe -0.658 0.560 -0.229 0.6 -0.9 0.5
C -2.284 3.184 -2.510 0.1 0.0 0.3
H -3.484 1.873 2.975 0.0 0.0 0.0
N -0.657 -1.265 3.783 0.1 0.1 0.0
C 3.984 -0.150 2.696 0.0 0.0 0.1
H 0.179 -1.470 -2.208 0.0 0.0 0.0
H 4.349 0.206 -2.557 0.0 0.0 0.0
H -1.748 2.283 2.907 0.0 0.0 0.0
S -0.130 3.290 -0.982 0.0 -0.2 0.4
H 1.147 0.709 4.317 0.0 0.0 0.0
C 1.242 0.161 2.255 -0.1 0.0 -0.1
H -1.584 5.185 -2.790 0.0 0.0 0.0
H -0.348 -1.386 5.841 0.0 0.0 0.0
H -3.887 -0.593 2.156 0.0 0.0 0.0
H 0.168 -5.913 0.285 0.0 0.0 0.0
H -4.087 1.392 -4.701 0.0 0.0 0.0
H -3.809 3.457 -6.021 0.0 0.0 0.0
C -0.953 -0.237 2.936 -0.2 -0.1 0.1
C -2.971 2.088 -3.018 -0.1 -0.1 -0.3
C 3.135 2.261 -0.182 0.0 0.0 0.0
H 1.707 -2.367 -1.907 0.0 0.0 0.0
O -0.138 2.757 0.433 -0.2 0.1 -0.1
O -3.582 -0.650 -3.425 0.2 -0.1 -0.2
N 3.171 1.153 -1.115 0.0 -0.1 0.1
H -2.533 5.361 -5.077 0.0 0.0 0.0
H -2.853 -0.648 -4.061 0.0 0.0 0.1
C -3.370 -0.629 3.117 0.0 0.0 0.1
H -2.295 -4.575 -0.341 0.0 0.0 0.0
H 4.090 -0.636 0.613 0.0 0.0 0.0
O -2.600 1.603 1.156 0.5 0.2 0.4
O -1.798 3.115 -1.211 -0.2 0.0 -0.1
N -0.147 0.241 2.023 0.0 0.3 0.0
H 2.210 1.500 -3.350 0.0 0.0 0.0
H 1.262 -1.897 -3.543 0.0 0.0 0.0
H 0.439 -2.343 2.376 0.0 0.0 0.1
H 2.217 2.256 0.393 -0.1 0.0 0.0
N 1.530 -0.253 -0.108 -0.1 0.1 -0.4
C 1.801 0.407 3.508 0.0 0.0 0.0
C -3.526 2.223 -4.287 0.0 0.0 0.0
As -3.150 0.377 -2.021 0.6 0.3 0.3
O -1.405 0.097 -1.927 -0.8 0.0 0.3
C -0.867 -3.269 0.112 0.0 0.0 0.1
C 1.888 0.491 -3.575 0.1 0.0 0.0
O 0.420 2.200 -1.801 0.2 0.3 -0.3
C -1.180 -1.337 5.131 0.0 0.0 0.0
H 1.087 -3.804 -0.126 0.0 0.0 0.0
H -1.797 -2.230 5.269 0.0 0.0 0.0
C 2.211 0.189 -1.162 0.1 -0.1 0.0
H -4.062 -0.340 3.911 0.0 0.0 0.0
N 1.979 -0.354 -2.385 -0.2 0.2 0.2
C 0.300 -2.297 3.450 0.0 0.0 0.0
H -1.778 -0.458 5.352 0.0 0.0 0.0
N -2.218 0.274 3.099 0.0 -0.1 -0.2
C 4.344 1.114 -1.961 0.0 0.0 -0.1
H -1.777 2.083 0.940 -0.3 0.6 -0.5
H 4.383 1.977 -2.633 0.0 0.0 0.0
C -2.659 4.449 -4.508 0.0 0.0 0.1
C 3.159 0.261 3.735 0.0 0.0 0.0

2.
90
Properties=species:S:1:pos:R:3:forces:R:3 method="wB97M-V/def2-TZVPD" max_force_ev_per_a=5.8 gap_ha="0.3866 / 0.1042" homo_ev="-12.45 / -12.45" e_above_lowest_ev=0.060 e_tot_ha=-7810.06363 e_lumo_ev="-1.93 / -9.61" multiplicity=2 total_charge=+1
H -1.601 1.077 -7.262 0.3 -0.2 0.5
F -0.555 -2.279 -3.468 0.8 0.5 1.2
H -5.885 3.195 0.094 0.5 0.0 0.1
H 2.106 1.345 -0.301 -0.3 0.2 0.1
C 2.908 1.947 -4.124 0.0 0.5 0.4
C 1.105 -0.001 5.635 0.9 1.7 -1.0
H -3.022 0.975 -6.173 0.3 -0.1 0.2
H 1.168 -0.554 0.708 0.2 0.2 -0.5
C -3.651 -1.298 5.370 -0.3 0.1 -0.9
C 2.395 2.249 0.236 -0.3 0.6 0.1
Cl 0.382 -0.273 -1.554 0.7 -0.4 0.1
C -3.226 -2.751 5.293 -0.3 -0.1 0.7
C -2.415 0.446 -6.908 0.3 -0.2 -0.3
C -1.413 2.410 4.962 -0.4 0.3 -0.8
H 0.578 -2.062 -0.017 0.2 -0.3 -0.4
C -2.426 -4.888 -0.803 1.0 0.2 -1.2
H 3.281 2.599 -0.294 0.2 0.0 0.7
H 1.513 1.756 2.156 0.0 -0.3 -0.3
H -1.151 -1.542 1.539 0.7 0.2 0.2
Cl 3.437 0.394 1.770 0.0 0.3 0.4
H -2.541 -2.997 6.105 0.0 0.0 -0.1
H 2.945 2.673 2.412 0.4 0.0 -0.5
Cl 2.401 -2.891 -2.864 0.7 0.2 0.3
O -1.933 -0.829 -6.294 -0.3 -1.3 1.3
O -0.011 0.681 5.529 -0.5 -1.8 3.0
F -2.067 -2.992 -4.730 1.3 0.1 -0.9
Cl 3.151 -3.081 0.316 0.3 0.3 -0.5
H 4.866 -1.567 -0.408 0.1 -0.4 0.0
H 6.946 4.773 -1.130 0.4 0.0 -0.2
H -4.076 -3.433 5.318 0.0 0.2 0.2
F 1.517 -2.011 6.574 0.2 -0.2 1.1
C -2.316 -4.752 0.698 -2.0 -0.4 0.1
C 2.501 1.944 1.735 0.0 -0.5 -0.6
C 5.671 3.314 -1.944 0.4 1.0 -0.4
H -1.004 0.639 3.770 0.3 0.1 -0.2
H -1.700 -5.602 -1.191 -0.4 -0.7 0.3
H 3.263 -1.032 -0.780 -0.2 0.2 -0.1
O 4.612 3.192 -2.974 0.5 0.7 -0.3
H -0.935 3.062 5.694 0.1 -0.2 0.0
Cl -4.255 -0.869 6.954 0.0 0.0 0.9
H 0.394 1.821 3.909 -0.1 -0.2 -0.3
H 5.198 3.291 -0.962 -0.1 -0.3 -0.2
C -0.845 -2.401 -4.734 -0.7 -0.6 -1.3
H -3.031 -4.035 1.101 0.4 0.6 -0.2
C 4.020 -2.398 -2.245 -0.2 0.4 0.4
H -1.708 -1.191 -0.031 -0.2 0.4 -0.1
C 0.415 -0.986 0.050 -1.0 0.4 1.6
H -4.306 1.320 0.742 -0.2 -0.1 0.1
Cl -1.413 0.824 1.254 0.5 -1.0 -0.7
O 4.401 1.035 -2.483 -1.0 1.2 -1.8
H -4.496 -1.103 4.711 0.3 -0.1 -0.3
Cl -6.635 3.923 2.211 0.6 -0.8 -0.6
H -2.341 2.025 5.384 0.3 -0.5 0.3
C -0.977 -0.860 0.707 -0.7 0.1 -0.4
C 6.423 4.646 -2.078 -0.7 0.1 -0.3
H 5.806 5.538 -2.190 -0.5 -0.2 0.2
H -3.869 2.810 1.526 0.0 -0.1 0.7
H -2.689 -0.647 -8.713 0.1 0.2 -0.2
F 0.384 -0.620 7.850 1.2 -0.2 0.1
F 0.142 -3.168 -5.307 -1.6 0.5 0.5
F 3.380 1.111 -5.005 0.0 -0.8 -2.3
C -0.864 -1.029 -5.468 0.7 4.6 -3.4
Cl -2.401 -3.097 3.766 0.3 0.1 -0.4
H -2.838 -0.618 5.113 0.0 -0.1 0.0
H -1.800 3.045 4.164 0.3 0.2 -0.3
C 1.388 -0.741 6.982 0.0 1.1 -2.2
C -4.629 2.029 1.505 -1.2 0.7 -1.0
H -4.149 -0.505 -7.822 -0.1 0.2 0.1
C -5.965 2.669 1.045 -0.2 0.2 0.4
C 3.910 -1.908 -0.808 -0.4 0.3 0.2
Cl -4.043 -5.228 -1.527 0.6 0.1 0.8
C 4.069 2.021 -3.161 1.5 -1.0 4.2
Cl -0.668 -4.334 1.147 0.3 0.0 0.0
F 2.500 3.102 -4.651 0.5 -0.4 -0.1
O 0.043 -0.183 -5.497 -1.5 -2.9 1.6
Cl -4.831 1.141 3.030 0.3 0.2 -0.1
F 2.594 -0.244 7.403 -1.8 -1.0 0.5
H -6.767 1.945 0.901 0.2 -0.1 0.3
H -3.552 0.895 -8.751 0.1 0.1 0.3
Cl 1.155 3.533 -0.023 0.1 -0.3 0.0
H 4.744 -3.213 -2.260 -0.4 -0.4 -0.3
H 6.433 2.540 -2.036 -0.6 -0.4 -0.1
H 7.082 4.684 -2.946 0.3 -0.3 0.3
C -3.263 0.059 -8.114 0.2 -1.1 0.3
O 1.964 0.051 4.795 0.1 -0.7 0.0
F 1.858 1.375 -3.555 -0.6 -0.1 0.5
C -0.458 1.344 4.395 -0.8 1.4 0.1
H 4.378 -1.589 -2.882 -0.1 0.0 0.1
H -2.037 -4.007 -1.312 -0.5 0.5 0.3
H -2.670 -5.638 1.223 0.7 -0.4 -0.2

3.
81
Properties=species:S:1:pos:R:3:forces:R:3 method="wB97M-V/def2-TZVPD" max_force_ev_per_a=2.8 gap_ha=0.2753 homo_ev=-5.20 e_tot_ha=-2963.42409 e_lumo_ev=2.29 total_charge=-1
H -0.139 -1.904 1.930 0.3 -0.1 -0.3
C -2.172 4.481 2.390 0.1 0.1 0.0
H -3.029 6.346 1.654 0.0 0.2 0.1
H -1.523 -3.868 0.551 -0.1 0.2 -0.2
H -1.877 3.933 4.483 0.0 0.0 0.0
O 0.655 -3.089 -6.928 0.0 -0.1 -0.1
F -2.339 3.414 -0.599 0.0 0.5 -0.2
C -3.289 -2.719 1.192 -0.4 0.2 -0.8
C 3.986 -1.496 -1.225 0.7 -0.1 1.3
H 3.235 -2.141 -0.774 -0.3 0.1 -0.4
C -0.879 -1.846 1.126 -0.6 -0.7 0.0
N -3.599 -1.684 0.179 0.0 0.0 0.5
N 2.672 0.593 -1.010 0.9 0.6 2.6
H -2.297 -4.240 -6.543 0.0 0.0 0.3
H 2.007 -1.033 -4.095 -0.1 -0.2 -0.5
H 1.081 -0.244 2.717 0.2 -0.5 0.0
O 0.046 -4.369 -5.176 0.3 -0.2 -0.2
O 1.329 -0.999 0.288 0.4 0.3 -1.0
H -1.630 -3.517 2.247 -0.1 -0.1 -0.1
H -4.468 -1.229 0.428 -0.1 -0.1 -0.2
F 0.116 3.111 -0.015 0.4 0.2 0.0
H -0.454 -0.475 4.274 0.1 0.1 -0.1
H -2.588 1.454 -0.553 0.0 -0.2 -0.3
C -1.800 -3.080 1.253 0.1 0.2 0.7
C 3.773 -0.031 -0.893 0.4 -0.3 -0.9
C -0.026 -2.277 -7.894 0.0 0.1 -0.1
H 0.504 -2.327 -8.843 0.1 0.0 0.1
H 1.248 1.795 1.606 0.0 -0.1 -0.3
H 4.986 1.761 -0.596 -0.1 0.0 0.1
H -2.173 -2.123 -8.317 0.1 0.0 0.0
H -3.920 -3.591 0.964 0.3 -0.2 0.4
H 0.544 -3.055 -0.466 0.3 0.3 0.5
O 1.355 -2.035 4.647 -0.3 0.0 -1.3
H 2.748 -0.773 2.271 -0.3 -0.2 0.0
C 2.685 0.901 3.650 0.3 -1.0 -0.3
C -0.546 1.934 -0.136 -0.2 -0.2 -0.5
C 2.710 0.182 5.020 -0.5 1.9 -0.5
C 0.270 0.819 -0.767 0.1 0.8 -0.1
C 1.603 0.340 -0.033 -1.9 -0.7 -1.4
H -3.624 -2.325 2.157 0.2 0.0 0.0
F -0.963 1.581 1.118 0.0 0.1 0.5
H 2.231 1.891 3.705 -0.3 -0.2 0.2
H -1.448 -3.689 -8.683 0.0 0.0 0.0
O -0.030 -0.017 5.020 0.4 0.2 -0.2
H 3.638 -0.374 5.123 -0.5 -0.7 0.1
O -3.840 4.407 4.047 0.0 0.1 -0.1
H 4.963 -1.814 -0.836 -0.1 0.0 0.0
H -2.060 -2.585 -5.909 0.0 -0.1 0.1
H 2.930 1.565 1.242 -0.1 0.1 -0.5
C -3.933 5.632 3.478 0.1 0.4 0.0
F -1.695 2.096 -2.232 0.1 0.3 -0.6
C 0.799 -1.592 -2.277 0.8 0.2 -0.5
S 1.285 -0.827 5.400 1.1 -1.9 0.8
C 5.042 0.685 -0.440 0.0 -0.2 -1.1
O 1.278 -1.054 6.803 -0.2 1.0 1.0
C -1.433 -2.850 -7.984 -0.2 0.0 0.0
H 5.115 0.448 0.629 -0.1 0.1 0.0
C 1.353 -1.398 -3.346 -0.3 0.1 1.3
P 0.010 -1.733 -0.547 -1.2 -1.1 -0.7
C 2.096 0.069 2.492 -0.1 1.5 -0.2
C -0.254 -3.700 -6.114 -0.3 0.0 0.6
H 0.629 1.195 -1.733 -0.2 0.0 -0.1
H -3.697 -2.115 -0.730 0.2 0.2 -0.1
C -2.594 3.786 3.672 0.2 -0.1 -0.1
H -0.022 -1.243 -7.542 0.0 0.0 0.0
C -1.859 2.179 -0.914 -0.1 -0.8 1.1
C -1.661 -3.360 -6.564 0.1 0.1 -0.6
O -4.835 6.389 3.697 -0.1 -0.2 0.1
H 5.938 0.268 -0.911 0.0 0.2 0.0
H -1.481 -0.955 1.324 0.1 0.1 -0.2
H -2.750 2.718 3.532 -0.2 0.0 0.1
H 3.732 1.067 3.369 0.0 0.2 0.2
C -2.729 5.886 2.591 0.0 -0.5 -0.2
H -1.098 4.451 2.218 0.0 -0.1 0.0
F -1.310 -2.435 -1.375 0.1 0.3 0.4
H 2.739 0.960 5.788 -0.1 -0.2 0.2
C 1.971 1.042 1.292 0.5 -0.3 0.8
H -2.030 6.532 3.125 -0.1 0.1 0.0
O -0.676 -0.192 -0.921 0.9 0.0 0.7
H 4.042 -1.614 -2.306 -0.4 0.0 0.0
H -2.658 4.013 1.538 0.0 0.0 0.0